3 unconnected molecules or ions with the total composition C5H14O2 at a distorted geometry. Source: OMol25; level of theory: wB97M-V/def2-TZVPD.

```
21
Properties=species:S:1:pos:R:3:mulliken_charge:R:1
C -0.07 1.31 -1.10 -0.2961
H 1.40 -0.07 0.60 0.2991
H -0.11 1.45 3.39 0.2865
C -0.18 1.73 -2.55 -1.3551
C 1.33 -2.19 -0.09 -1.2364
H 0.52 -2.80 -0.51 0.3167
H -0.26 2.81 -2.59 0.3697
H -1.18 -1.83 2.00 0.3386
C 0.04 -0.17 -0.90 -0.4692
H 0.79 1.79 -0.62 0.3396
O 0.06 1.34 2.45 -0.6009
H -1.21 -0.91 0.80 0.2749
H 0.78 1.50 -3.03 0.3389
C 0.97 -0.74 -0.14 0.1407
O -1.79 -1.23 1.52 -0.6964
H -1.00 1.32 -3.11 0.3554
H -0.91 1.71 -0.54 0.3020
H -0.63 0.69 2.22 0.3495
H 2.18 -2.32 -0.76 0.3404
H 1.58 -2.51 0.92 0.3262
H -0.51 -0.82 -1.59 0.2757
```

Summary:
HOMO-LUMO gap = 0.375 Eh
Charge = 0
Molar mass = 106.16 g mol⁻¹
HOMO = -0.3463 Ha
Energy relative to the best compared isomer or geometry (same formula, charge and spin) = 49.9 kJ/mol
SMILES = C/C=C/CC.O.O
Energy = -349.3568 a.u.
Spin multiplicity = 1

***

2 unconnected molecules or ions with the total composition C5H14O2 at a distorted geometry. Source: OMol25; level of theory: wB97M-V/def2-TZVPD.

```
21
Properties=species:S:1:pos:R:3:lowdin_spin:R:1
H -0.08 -1.92 0.61 -0.0005
H -5.35 -1.21 1.03 0.0000
O -5.05 -1.92 0.48 0.0000
C 1.07 -0.11 -0.84 0.1887
C 1.83 1.22 -1.41 0.2131
C 0.41 -1.20 1.27 0.0504
H 0.30 -0.38 -1.56 0.0121
H -0.20 -1.04 2.16 0.0082
H -1.52 0.61 1.26 0.0035
O 3.03 1.36 -0.77 0.3842
H 1.17 2.05 -1.11 0.0634
H 3.68 1.63 -1.43 0.0043
H -0.65 1.97 0.52 0.0045
C -0.82 0.89 0.48 0.0096
H -4.94 -2.70 1.03 0.0000
C 0.53 0.19 0.57 0.0376
H 1.32 0.82 0.98 0.0078
H 1.36 -1.59 1.61 -0.0001
H -1.34 0.73 -0.46 0.0003
H 1.97 1.19 -2.49 0.0009
H 1.89 -0.83 -0.78 0.0119
```

Summary:
HOMO-LUMO gap (alpha / beta) = 0.378 / 0.148 Eh
Charge = +1
Molar mass = 106.16 g mol⁻¹
HOMO (alpha / beta) = -0.5027 / -0.5027 Ha
Energy relative to the best compared isomer or geometry (same formula, charge and spin) = 154.3 kJ/mol
Energy = -348.9943 a.u.
⟨S²⟩ = 0.75
Spin multiplicity = 2